Density functional theory data (the ωB97M-V functional and the def2-TZVPD basis) for a 3-piece molecular cluster, C14H29N3O7S overall at a distorted geometry.

The calculation puts the LUMO energy at 0.48 eV. As for the orbital gap: 9.91 eV. The value obtained for the highest occupied orbital energy is -9.43 eV.

```
54
Properties=species:S:1:pos:R:3:forces:R:3:lowdin_charge:R:1
C -0.983 0.175 0.955 -0.17 -0.62 0.11 -0.044
C -0.238 -1.035 0.305 -0.89 -0.80 -0.40 -0.350
N -0.979 -2.019 -0.115 1.40 1.17 0.48 0.102
C 1.322 -1.173 0.162 -0.95 1.28 1.16 -0.078
C 2.105 0.190 -0.046 2.02 -2.52 -1.46 -0.435
C 1.889 0.569 -1.569 0.55 1.07 0.51 -0.050
C 1.780 2.098 -1.872 -0.88 0.44 -1.81 -0.386
C 0.555 2.826 -1.204 0.09 -0.24 0.96 -0.042
O 3.012 2.821 -1.592 -0.72 -0.56 0.27 -0.061
C 3.634 -0.275 0.046 -0.75 1.24 -0.41 -0.127
O 3.960 -0.358 1.466 -1.68 1.31 0.71 -0.206
S 3.112 0.883 2.207 -0.78 3.00 1.54 0.788
O 3.832 2.181 2.316 -1.11 -3.90 -0.37 -0.264
O 2.396 0.443 3.437 1.96 0.20 -3.53 -0.279
O 2.030 1.202 0.956 0.46 -1.30 0.83 -0.166
H -1.537 0.779 0.183 0.82 -0.55 0.57 0.077
H -0.321 0.822 1.583 -0.58 -0.52 -0.72 0.080
H -1.779 -0.262 1.625 1.07 0.54 -0.86 0.053
H -0.343 -2.742 -0.485 -0.42 0.13 0.00 0.037
H 1.517 -1.803 -0.741 -0.03 0.48 0.81 0.121
H 1.720 -1.685 1.078 -0.37 0.31 -0.69 0.135
H 2.792 0.189 -2.135 -0.83 0.35 0.59 0.138
H 1.019 -0.021 -1.965 0.57 1.07 0.33 0.126
H 1.641 2.190 -2.999 0.14 -0.40 1.71 0.115
H -0.231 2.114 -0.828 0.80 0.61 -0.56 0.059
H 0.047 3.558 -1.879 0.62 -0.63 0.40 0.077
H 0.927 3.362 -0.282 -0.39 -0.48 -0.94 0.094
H 2.759 3.738 -1.775 0.40 -0.22 0.14 0.089
H 3.647 -1.260 -0.475 0.79 0.71 0.80 0.141
H 4.312 0.528 -0.344 -0.63 -0.95 -0.22 0.148
C -2.290 2.397 -4.358 -0.02 0.12 0.04 -0.003
C -1.109 1.464 -4.367 0.34 -0.13 0.01 -0.522
O 0.018 1.838 -4.064 -0.52 -0.07 -0.40 0.011
N -1.321 0.171 -4.724 -0.10 0.43 0.09 0.011
C -2.566 -0.462 -5.110 0.42 -0.33 0.02 -0.073
H -1.961 3.388 -4.053 0.09 -0.12 -0.02 0.083
H -2.722 2.468 -5.358 -0.13 -0.04 0.09 0.087
H -3.041 2.047 -3.647 -0.09 0.01 -0.14 0.089
H -0.484 -0.391 -4.706 -0.06 0.00 -0.02 0.140
H -2.768 -1.284 -4.420 -0.23 0.02 -0.09 0.086
H -2.452 -0.868 -6.118 -0.25 -0.01 0.00 0.084
H -3.400 0.234 -5.095 0.11 0.02 0.03 0.075
C -3.159 -2.374 4.877 -0.13 -0.01 0.00 -0.008
C -1.970 -1.644 4.310 0.22 0.26 -0.23 -0.528
O -2.090 -0.728 3.509 -0.22 -0.18 0.48 0.011
N -0.732 -2.031 4.713 -0.39 -0.02 -0.05 0.014
C -0.378 -3.084 5.644 0.38 0.30 -0.22 -0.076
H -4.070 -1.950 4.460 0.15 0.05 -0.04 0.084
H -3.115 -3.431 4.610 -0.01 -0.01 0.17 0.085
H -3.189 -2.260 5.962 0.00 -0.17 -0.01 0.085
H 0.013 -1.495 4.290 0.01 0.00 0.07 0.137
H 0.185 -2.643 6.469 -0.03 -0.22 0.11 0.084
H 0.259 -3.805 5.127 -0.04 -0.15 0.20 0.083
H -1.254 -3.593 6.036 0.00 0.08 -0.07 0.073
```
Positions in Å, forces in eV/Å.

=====

Density functional theory data (the ωB97M-V functional and the def2-TZVPD basis) for a 2-piece molecular cluster, C14H29NO4 overall at a distorted geometry.

The calculation puts the LUMO energy at 0.61 eV. As for the orbital gap: 9.55 eV. As for the energy above the lowest of the compared OMol25 structures with the same formula, charge and spin: 5.646 eV. The value obtained for the highest occupied orbital energy is -8.93 eV.

```
48
Properties=species:S:1:pos:R:3:forces:R:3:lowdin_charge:R:1
C 7.054 -1.687 -0.246 0.24 0.09 0.43 -0.159
C 5.776 -0.681 0.143 0.75 -0.58 -1.00 -0.249
C 4.960 -0.452 -1.289 0.10 0.81 1.05 -0.183
C 3.566 0.436 -1.091 1.38 0.85 -1.91 -0.186
O 2.362 -0.409 -1.128 -0.72 1.87 2.47 -0.158
C 1.365 0.026 -0.137 -1.37 -0.02 0.24 -0.185
C 0.445 1.368 -0.444 0.28 5.27 -2.34 -0.163
O 0.780 2.536 -1.032 -2.36 -8.00 3.92 -0.010
O -0.936 1.152 0.102 3.43 -0.47 -0.56 -0.134
C -0.824 -0.043 1.001 2.16 0.16 0.07 -0.100
C 0.097 -1.031 0.027 0.65 1.39 0.68 -0.162
C 0.392 -2.569 0.511 -1.34 0.01 -1.19 -0.155
N -0.184 -3.476 -0.594 1.27 0.71 0.24 -0.178
C 0.813 -3.654 -1.723 -0.32 -0.69 -1.34 -0.163
H 6.975 -2.702 0.345 0.18 1.98 -1.33 0.073
H 8.087 -1.188 0.047 -2.19 -1.05 -0.59 0.074
H 7.089 -1.900 -1.410 -0.15 0.38 2.47 0.074
H 5.083 -1.184 0.965 1.47 1.18 -1.79 0.111
H 6.263 0.323 0.552 -1.45 -2.05 -0.87 0.111
H 5.674 0.175 -1.997 -1.50 -1.33 1.44 0.121
H 4.782 -1.494 -1.793 0.04 2.05 1.00 0.117
H 3.509 1.131 -2.060 -0.02 -1.31 2.23 0.138
H 3.632 1.153 -0.157 -0.25 -1.69 -1.70 0.140
H 1.838 0.299 0.911 -0.64 -0.86 -1.98 0.172
H -1.805 -0.477 1.469 1.59 1.15 -1.55 0.149
H -0.165 0.424 1.879 -1.41 -1.65 -1.43 0.144
H -0.431 -1.006 -1.026 0.99 -0.32 2.11 0.164
H -0.237 -2.794 1.476 1.56 0.49 -1.63 0.123
H 1.524 -2.859 0.592 -2.24 0.84 0.16 0.133
H -1.092 -3.099 -0.945 1.33 -0.32 0.45 0.091
H 1.695 -2.885 -1.719 -1.75 -1.24 -0.02 0.075
H 1.274 -4.746 -1.713 -0.90 2.24 0.16 0.087
H 0.215 -3.580 -2.752 1.48 -0.05 2.12 0.097
C -6.936 3.033 1.446 -0.12 -0.05 -0.11 -0.084
C -5.698 2.471 2.126 -0.06 -0.07 -0.11 -0.279
O -5.230 1.258 1.540 -0.01 -0.12 0.12 -0.169
C -4.850 1.322 0.167 0.05 0.16 0.01 -0.275
C -3.724 2.306 -0.103 0.03 0.09 0.24 -0.077
H -7.749 2.297 1.463 0.14 0.14 0.05 0.082
H -7.272 3.942 1.956 0.05 -0.14 -0.04 0.077
H -6.748 3.287 0.401 0.02 0.08 0.06 0.064
H -5.943 2.241 3.168 0.13 -0.20 -0.16 0.117
H -4.893 3.211 2.155 0.00 0.07 -0.08 0.105
H -5.724 1.539 -0.456 -0.01 0.05 -0.01 0.103
H -4.515 0.316 -0.113 -0.14 0.07 0.26 0.115
H -4.006 3.330 0.152 -0.07 -0.02 -0.12 0.070
H -3.448 2.287 -1.162 0.02 -0.03 0.15 0.086
H -2.842 2.051 0.494 -0.33 0.13 -0.24 0.058
```
Positions in Å, forces in eV/Å.

=====

Density functional theory data (the ωB97M-V functional and the def2-TZVPD basis) for a 5-piece molecular cluster, C14H30Br2F4O7S overall at a distorted geometry.

The calculation puts the LUMO energy at 0.16 eV. As for the orbital gap: 10.18 eV. The value obtained for the highest occupied orbital energy is -10.02 eV.

```
58
Properties=species:S:1:pos:R:3:forces:R:3:lowdin_charge:R:1
O 1.536 -2.688 0.195 -0.38 0.19 -0.01 -0.252
S 1.024 -1.686 -0.699 0.93 -0.04 -0.38 0.647
O 1.705 -1.468 -1.942 -0.50 0.01 0.21 -0.251
O -0.490 -2.011 -1.051 -0.02 0.04 0.14 -0.216
C -1.248 -2.395 0.123 0.09 -0.25 0.10 -0.148
C -1.203 -1.340 1.249 -0.24 -0.27 -0.18 -0.259
C -2.609 -1.219 1.901 0.13 0.20 0.28 -0.136
C -3.290 0.153 1.916 -0.15 -0.05 -0.07 -0.190
C -4.048 0.453 0.616 -0.52 -0.35 0.47 -0.786
F -3.366 0.053 -0.492 -0.03 0.23 0.00 -0.002
Br -5.719 -0.596 0.655 0.30 0.18 -0.08 0.837
C -4.372 1.961 0.501 -0.30 0.18 -0.44 -0.919
F -3.229 2.618 0.204 -0.22 -0.19 0.35 0.046
F -4.826 2.390 1.696 0.21 -0.02 -0.41 0.047
Br -5.679 2.437 -0.878 0.42 -0.12 0.33 0.776
C -0.577 -0.019 0.800 0.20 0.26 0.30 -0.120
C 0.832 -0.136 0.165 -0.38 0.22 0.37 -0.314
C 1.977 0.061 1.159 0.53 -0.25 -0.28 -0.162
C 2.400 1.518 1.230 0.08 -0.42 -0.14 -0.190
F 3.553 1.601 2.010 -0.16 0.19 0.21 -0.056
H -2.257 -2.595 -0.229 0.01 0.26 -0.19 0.123
H -0.832 -3.336 0.483 -0.06 0.01 -0.03 0.125
H -0.542 -1.745 2.019 0.06 0.03 -0.07 0.141
H -2.529 -1.542 2.940 -0.02 0.07 -0.02 0.122
H -3.318 -1.913 1.442 0.13 -0.10 -0.02 0.087
H -2.616 0.973 2.172 0.11 -0.05 -0.23 0.122
H -4.050 0.143 2.696 0.06 0.07 0.01 0.107
H -1.226 0.561 0.146 -0.01 -0.22 -0.13 0.107
H -0.443 0.585 1.704 -0.04 0.08 -0.08 0.125
H 0.906 0.619 -0.620 0.02 -0.13 -0.16 0.118
H 2.860 -0.480 0.806 -0.01 0.06 0.05 0.104
H 1.750 -0.345 2.147 -0.19 0.07 -0.02 0.130
H 1.641 2.168 1.670 0.04 0.07 0.00 0.122
H 2.674 1.855 0.228 -0.12 0.12 0.05 0.125
C 6.181 -0.142 -0.654 -0.12 0.21 0.18 -0.147
O 5.013 0.396 -0.051 0.03 -0.06 -0.14 -0.130
H 5.882 -0.979 -1.281 -0.06 0.00 0.00 0.081
H 6.677 0.610 -1.274 0.09 -0.10 -0.05 0.073
H 6.875 -0.500 0.112 0.08 -0.05 -0.10 0.074
H 5.281 1.130 0.513 0.01 -0.02 0.10 0.055
C -7.731 -2.784 -1.897 0.17 0.01 0.01 -0.168
O -6.527 -3.335 -1.376 -0.14 -0.01 -0.01 -0.155
H -8.556 -3.354 -1.476 0.00 -0.02 0.01 0.079
H -7.845 -1.734 -1.610 -0.05 0.00 -0.02 0.059
H -7.768 -2.864 -2.986 -0.06 0.01 0.00 0.077
H -5.794 -2.834 -1.741 0.07 0.02 0.02 0.055
C 8.569 2.175 0.579 -0.11 -0.08 0.22 -0.162
O 7.479 2.398 1.469 -0.02 0.01 -0.20 -0.122
H 8.288 2.592 -0.385 -0.01 0.01 -0.01 0.079
H 9.480 2.668 0.926 0.00 0.01 -0.03 0.076
H 8.757 1.105 0.462 0.10 0.03 -0.10 0.068
H 7.710 2.031 2.326 -0.03 -0.01 0.07 0.078
C -1.344 1.700 -3.096 0.15 -0.17 -0.05 -0.145
O -0.003 1.258 -2.930 -0.06 0.13 0.15 -0.123
H -1.382 2.744 -2.794 0.02 0.01 0.01 0.080
H -1.659 1.625 -4.141 -0.06 0.03 0.02 0.079
H -2.031 1.126 -2.470 -0.09 0.02 0.00 0.060
H 0.056 0.333 -3.189 0.09 -0.08 0.01 0.066
```
Positions in Å, forces in eV/Å.

=====

Density functional theory data (the ωB97M-V functional and the def2-TZVPD basis) for a 2-piece molecular cluster, C14H30ClN2O3PS overall at a distorted geometry.

The calculation puts the LUMO energy (spin up / spin down) at 2.66 / 2.32 eV. As for the orbital gap (spin up / spin down): 7.51 / 7.17 eV. The value obtained for the highest occupied orbital energy (spin up / spin down) is -4.85 / -4.85 eV. Its spin multiplicity is 2. The net charge is -1.

```
52
Properties=species:S:1:pos:R:3:forces:R:3:lowdin_charge:R:1
C -0.230 -0.756 3.943 -0.10 0.13 0.13 -0.050
C -1.307 -0.836 2.863 0.03 -0.07 0.32 -0.459
O -1.986 -2.072 2.958 0.07 0.40 -0.53 -0.116
C -2.323 0.315 2.919 0.30 -0.11 -0.18 -0.164
N -2.358 1.050 1.647 -0.62 0.42 0.13 -0.072
C -1.539 2.257 1.597 0.23 -0.10 -0.25 -0.184
C -0.087 1.944 1.196 0.05 -0.08 0.17 -0.177
O 0.252 2.515 -0.066 -0.03 -0.10 -0.15 -0.185
C 0.585 1.593 -1.098 -0.02 -0.11 0.02 -0.562
P 0.803 2.719 -2.575 -0.29 0.37 0.07 0.430
S -0.249 4.348 -2.689 -0.06 -0.05 0.02 0.094
C -0.612 0.658 -1.421 -0.03 0.06 0.06 -0.072
C -0.336 -0.705 -2.131 -0.20 -0.35 -0.09 -0.441
C -1.048 -1.890 -1.441 0.12 -0.10 -0.19 -0.012
C -0.891 -0.664 -3.560 -0.15 0.05 0.01 -0.051
N 1.140 -0.943 -2.208 0.04 1.02 0.17 -0.102
O 1.693 -0.441 -3.254 0.03 -0.32 -0.11 -0.045
C 1.953 -0.644 -0.980 0.09 -0.37 0.28 -0.447
C 1.441 -1.331 0.286 0.08 0.02 -0.13 -0.055
C 3.390 -1.138 -1.232 0.03 -0.08 0.10 -0.016
C 1.934 0.887 -0.814 -0.09 -0.10 -0.21 -0.095
H 0.096 0.275 4.123 0.11 -0.05 -0.11 0.064
H -0.654 -1.141 4.873 0.01 0.03 0.02 0.081
H 0.625 -1.381 3.686 -0.03 -0.04 -0.01 0.064
H -0.838 -0.776 1.879 -0.02 0.01 0.06 0.087
H -1.425 -2.683 2.424 -0.14 -0.69 0.48 -0.098
H -3.305 -0.126 3.091 0.03 -0.01 0.03 0.119
H -2.088 0.995 3.751 -0.09 -0.02 0.00 0.108
H -3.314 1.326 1.465 0.03 -0.07 -0.04 0.102
H -1.956 2.910 0.829 0.11 0.05 -0.02 0.123
H -1.548 2.821 2.542 -0.04 -0.11 0.06 0.109
H 0.029 0.862 1.163 0.08 0.01 0.06 0.086
H 0.624 2.318 1.938 -0.02 0.13 -0.06 0.125
H 0.556 1.845 -3.637 0.32 -0.15 -0.04 -0.021
H 2.188 2.938 -2.618 0.07 -0.07 -0.07 -0.012
H -1.289 1.220 -2.073 -0.10 0.04 0.14 0.109
H -1.179 0.496 -0.503 0.13 -0.09 0.08 0.097
H -1.948 -1.546 -0.931 0.04 0.00 0.07 0.097
H -1.362 -2.609 -2.199 0.02 0.00 -0.02 0.082
H -0.433 -2.448 -0.745 -0.05 0.04 0.17 0.049
H -0.797 0.310 -4.036 0.22 -0.07 -0.09 0.057
H -0.422 -1.428 -4.177 0.03 0.04 -0.01 0.089
H -1.958 -0.889 -3.504 -0.02 0.07 0.03 0.089
H 1.617 -2.406 0.268 -0.22 -0.03 0.00 0.061
H 0.391 -1.163 0.488 0.00 0.03 0.02 0.036
H 2.003 -0.931 1.132 0.05 -0.01 -0.01 0.101
H 4.099 -0.315 -1.324 -0.02 0.00 -0.13 0.078
H 3.723 -1.767 -0.406 -0.02 0.04 0.04 0.080
H 3.432 -1.740 -2.137 0.02 0.07 -0.06 0.082
H 2.697 1.289 -1.482 0.02 0.03 0.01 0.078
H 2.252 1.128 0.201 -0.05 0.06 -0.01 0.131
Cl -0.038 -4.251 1.981 0.07 0.23 -0.24 -0.471
```
Positions in Å, forces in eV/Å.